# 1
Formula: C31H52N2O3P2W
Source: the OMol25 dataset
Level of theory: the ωB97M-V functional and the def2-TZVPD basis

XYZ file:
```
91
C31H52N2O3P2W the ωB97M-V functional and the def2-TZVPD basis
W 0.6347 -0.5242 -0.7359
C -0.8560 -1.6245 0.4517
C -0.3071 -2.4380 -0.5990
C 1.4484 -1.7968 0.8150
C 0.2177 -1.2518 1.3442
C 1.1086 -2.6019 -0.3324
C -2.2854 -1.2605 0.6151
H -2.8704 -1.6050 -0.2411
H -2.3733 -0.1667 0.6901
H -2.7273 -1.7084 1.5172
C 0.0498 -0.5856 2.6634
H -0.5596 0.3213 2.5690
H 1.0166 -0.3014 3.0988
H -0.4666 -1.2442 3.3793
C 2.7751 -1.7454 1.4928
H 2.6528 -1.9327 2.5687
H 3.2348 -0.7545 1.3903
H 3.4651 -2.4742 1.0585
C 2.0168 -3.6232 -0.9354
H 2.4948 -4.2176 -0.1391
H 2.8378 -3.1884 -1.5250
H 1.4512 -4.3124 -1.5764
C -1.1057 -3.0503 -1.6959
H -1.7366 -3.8684 -1.3202
H -0.4616 -3.4579 -2.4843
H -1.7793 -2.3043 -2.1378
C -2.8291 4.5142 -2.0112
C -3.4377 3.4571 -1.4405
C -4.1851 2.3666 -2.0963
C -3.8780 2.2937 -3.6018
C -2.6249 1.6270 -3.8899
C -1.3169 2.1175 -3.6183
C -0.8890 3.5813 -3.4050
C -2.0239 4.6007 -3.2687
H -5.2683 2.5342 -1.9561
H -3.9266 3.2839 -4.0582
H -3.9654 1.3990 -1.6064
H -2.6085 4.5903 -4.2038
H -2.9420 5.4811 -1.5174
H -3.6452 3.4757 -0.3656
H -1.5271 5.5870 -3.2154
H -0.2637 3.6294 -2.4960
H -0.9951 1.5795 -2.6832
H -0.2106 3.9070 -4.2108
H -4.6883 1.7286 -4.0649
H -2.7122 0.5782 -4.1673
P -0.0039 1.2038 -4.6810
C 0.2264 2.4221 -6.0470
C -0.7050 -0.1696 -5.6127
P 1.7085 -0.4514 -2.7364
C 1.6214 0.9876 -3.9293
C 1.6523 -1.9382 -3.8093
C 3.4539 -0.3506 -2.2439
H 1.1771 2.9639 -5.9433
H -0.6012 3.1458 -6.1127
H 0.2473 1.8633 -6.9910
H -0.4584 -0.0243 -6.6732
H -1.7946 -0.2160 -5.5494
H -0.2915 -1.1286 -5.3060
H 3.9750 0.2587 -2.9940
H 3.8756 -1.3606 -2.2054
H 3.5524 0.1299 -1.2605
H 1.9434 1.9112 -3.4082
H 2.3409 0.8216 -4.7542
H 1.9618 -2.8205 -3.2417
H 2.3523 -1.8188 -4.6507
H 0.6490 -2.1756 -4.1883
C -1.2344 2.6471 3.7148
C -0.1059 3.3020 2.9372
C -0.3439 3.5132 1.4076
C -1.4879 4.5075 1.1254
C -2.8497 4.2376 1.7391
C 0.9242 4.0830 0.7997
O 1.0479 5.1561 0.2337
N 1.9979 3.1988 0.9839
C 1.8939 1.8763 0.5908
O 2.9144 1.1777 0.5473
N 0.6131 1.4635 0.2274
C -0.5076 2.1838 0.6528
O -1.6442 1.7729 0.3669
H -1.9035 3.4011 4.1462
H -0.8279 2.0560 4.5442
H -1.8297 1.9833 3.0771
H 0.0980 4.3036 3.3490
H 0.8268 2.7329 3.0634
H -1.1588 5.5012 1.4707
H -1.6020 4.5949 0.0349
H -2.9026 4.5804 2.7795
H -3.6130 4.7942 1.1800
H -3.0985 3.1689 1.6919
H 2.9374 3.5718 0.9124
```

Values from the calculation:
2S+1 = 3
HOMO level (alpha / beta) = -0.47272 / -0.48735 hartree
frontier orbital gap (alpha / beta) = 5.503 / 6.215 eV
net charge = +2
total energy = -2296.81574 Eh
<S²> = 2.438

---

# 2
Formula: C31H52N5O2OsPS2
Source: the OMol25 dataset
Level of theory: the ωB97M-V functional and the def2-TZVPD basis

XYZ file:
```
94
C31H52N5O2OsPS2 the ωB97M-V functional and the def2-TZVPD basis
Os -0.1659 0.1501 -0.3253
C -0.4249 -5.0308 1.0366
N -1.0400 -3.9061 1.7726
C -1.7364 -4.0329 2.9390
C -2.1372 -2.7922 3.3091
N -1.6916 -1.9057 2.3448
C -0.9992 -2.6122 1.4141
S -0.1405 -2.1362 0.0112
C -1.9276 -0.4892 2.4439
C -2.9531 -0.0717 3.2697
C -3.0641 1.2773 3.5758
C -2.1248 2.1556 3.0616
C -1.1907 1.6675 2.1749
N -1.0991 0.3623 1.8148
H -0.6565 -5.9423 1.5789
H 0.6528 -4.8926 0.9943
H -0.8490 -5.0850 0.0368
H -1.8849 -4.9825 3.4272
H -2.6691 -2.4885 4.1917
H -3.6579 -0.7756 3.6853
H -3.8574 1.6222 4.2271
H -2.1246 3.2054 3.3212
H -0.4637 2.3345 1.7363
C 3.8961 3.9011 -2.6642
C 2.9661 5.0884 -2.4616
N 2.9308 5.5508 -1.0724
C 4.0245 6.4530 -0.6292
C 4.8751 5.9221 0.5112
C 1.9934 5.1993 -0.2022
O 1.8990 5.5311 0.9696
C 0.8113 4.3311 -0.6243
C -0.4399 4.9447 -0.6990
C -1.5860 4.1648 -0.8182
C -1.4651 2.7980 -0.7750
N -0.2561 2.1875 -0.6590
C 0.8683 2.9566 -0.6326
H 3.9073 3.5960 -3.7104
H 3.5877 3.0485 -2.0493
H 4.9180 4.1563 -2.3823
H 1.9511 4.8567 -2.7906
H 3.3013 5.9259 -3.0712
H 3.5808 7.4178 -0.3797
H 4.6490 6.6050 -1.5079
H 4.3367 5.9327 1.4555
H 5.7529 6.5589 0.6083
H 5.2190 4.9048 0.3109
H -0.5108 6.0249 -0.6458
H -2.5655 4.6166 -0.8993
H -2.3379 2.1559 -0.7831
H 1.8040 2.4284 -0.5523
C 5.1237 -2.7121 0.6364
C 5.3909 -1.2271 0.8538
C 4.3272 -0.3104 0.2401
S 2.7651 -0.4897 1.1029
O 1.7725 0.3839 0.2049
C 2.9971 0.5184 2.5700
C 3.3437 1.9914 2.3331
C 3.0084 2.8177 3.5733
H 5.9124 -3.3067 1.0920
H 5.1025 -2.9531 -0.4274
H 4.1776 -3.0353 1.0794
H 6.3291 -0.9439 0.3739
H 5.5268 -0.9996 1.9139
H 4.1027 -0.5921 -0.7917
H 4.5938 0.7460 0.2753
H 3.7766 -0.0121 3.1262
H 2.0658 0.4019 3.1308
H 2.7898 2.3741 1.4722
H 4.4062 2.0897 2.1096
H 1.9399 2.7787 3.7982
H 3.2813 3.8597 3.4164
H 3.5508 2.4627 4.4494
C 0.9957 -1.6921 -3.2841
C -0.5352 -1.7422 -3.2148
P -1.2948 -0.2817 -2.4444
C -3.0350 -0.6689 -2.0556
C -3.7852 -1.4736 -3.1291
C -1.1042 1.0570 -3.6679
C -2.2637 1.1721 -4.6658
H 1.3886 -2.6805 -3.5157
H 1.4585 -1.3673 -2.3445
H 1.3426 -1.0176 -4.0658
H -0.8906 -2.6289 -2.6873
H -0.9549 -1.7859 -4.2243
H -3.5502 0.2713 -1.8394
H -3.0085 -1.2386 -1.1214
H -3.9112 -0.9166 -4.0528
H -4.7795 -1.7027 -2.7479
H -3.2922 -2.4185 -3.3511
H -0.1734 0.8189 -4.1905
H -0.9408 2.0052 -3.1594
H -2.3679 0.2796 -5.2805
H -2.0478 2.0018 -5.3376
H -3.2140 1.3810 -4.1760
```

Values from the calculation:
2S+1 = 5
HOMO level (alpha / beta) = -0.67753 / -0.69136 hartree
frontier orbital gap (alpha / beta) = 7.837 / 4.174 eV
net charge = +4
total energy = -2863.67950 Eh
<S²> = 6.042

---

Taking the records one at a time from the top gives energy relative to the best compared isomer or geometry (same formula, charge and spin) values of 0.0000; 1.1708 eV.